Entry 1:
Computed, not measured: CHF3InO2S as an isolated structure, with ωB97M-V/def2-TZVPD.

The geometry in XYZ format:
```
9
Properties=species:S:1:pos:R:3
S -0.726 -0.627 0.883
O -1.775 0.158 0.046
O -0.369 -1.760 -0.111
In -1.438 -0.938 -1.576
C 0.750 0.538 0.688
F 0.570 1.479 1.619
F 1.876 -0.093 1.002
F 1.028 1.342 -0.486
H 0.084 -0.101 -2.066
```

Output
**Energy above the lowest of the compared OMol25 structures with the same formula, charge and spin**: 0.00 kcal per mole
**Total energy**: -29298.0085 eV
**E_HOMO**: -15.7 eV
**Charge**: +1
**Lowest unoccupied orbital energy**: -8.200 eV
**Frontier orbital gap**: 0.274 Eh

---

Entry 2:
Computed, not measured: a 2-piece molecular cluster, C5H7BrClF5O2S2 overall, with ωB97M-V/def2-TZVPD.

The geometry in XYZ format:
```
23
Properties=species:S:1:pos:R:3
C 0.179 0.204 2.771
C -0.482 1.239 1.783
C -1.920 0.799 1.377
Br -3.148 2.312 1.734
S -2.102 0.433 -0.414
S -0.500 -0.873 -1.149
O -0.892 -1.205 -2.487
O -0.323 -2.076 -0.400
C 1.070 0.136 -1.328
F 1.825 -0.113 -0.262
F 0.774 1.437 -1.496
C 1.897 -0.316 -2.595
F 2.081 -1.603 -2.572
F 3.083 0.317 -2.536
F 1.333 0.086 -3.724
H 1.091 -0.248 2.353
H 0.488 0.712 3.702
H -0.554 -0.564 3.073
H -0.595 2.161 2.375
H 0.177 1.497 0.941
H -2.256 -0.086 1.937
H -3.257 -0.303 -0.506
Cl 2.029 -3.944 -2.576
```

Output
**Energy above the lowest of the compared OMol25 structures with the same formula, charge and spin**: 26.41 kcal per mole
**Total energy**: -127209.5873 eV
**E_HOMO**: -6.5 eV
**Lowest unoccupied orbital energy**: -3.276 eV
**Frontier orbital gap**: 0.117 Eh

---

Entry 3:
Computed, not measured: C27H21BCrN11S2 as an isolated structure, with ωB97M-V/def2-TZVPD.

The geometry in XYZ format:
```
63
Properties=species:S:1:pos:R:3
Cr 0.148 -0.173 0.419
C 2.097 1.225 -3.051
C 1.939 1.170 -1.671
N 1.151 0.144 -1.337
N 0.780 -0.467 -2.484
C 1.343 0.165 -3.519
B -0.150 -1.723 -2.614
N -1.650 -1.428 -2.632
C -2.383 -1.079 -3.709
C -3.695 -0.953 -3.319
C -3.666 -1.269 -1.952
N -2.440 -1.554 -1.544
N 0.147 -2.666 -1.441
C 0.325 -3.991 -1.471
C 0.402 -4.456 -0.171
C 0.252 -3.310 0.606
N 0.094 -2.238 -0.167
H 2.673 1.929 -3.624
H 2.329 1.812 -0.897
H 1.176 -0.196 -4.520
H 0.160 -2.233 -3.658
H -1.916 -0.956 -4.673
H -4.542 -0.689 -3.928
H -4.485 -1.301 -1.250
H 0.373 -4.503 -2.417
H 0.542 -5.469 0.160
H 0.254 -3.214 1.679
N 0.771 -1.180 3.565
C -0.585 -1.128 3.268
C -1.448 -1.480 4.316
C -2.801 -1.503 4.086
C -3.276 -1.193 2.816
C -2.369 -0.845 1.847
N -1.036 -0.788 2.066
C 1.941 -1.042 2.838
C 3.142 -1.157 3.558
C 4.331 -1.122 2.875
C 4.317 -0.975 1.488
C 3.102 -0.832 0.868
N 1.926 -0.855 1.525
H 0.942 -1.359 4.539
H -1.041 -1.738 5.284
H -3.481 -1.773 4.883
H -4.329 -1.213 2.577
H -2.680 -0.595 0.844
H 3.115 -1.271 4.633
H 5.265 -1.212 3.413
H 5.225 -0.954 0.906
H 3.028 -0.689 -0.199
S 0.769 1.821 1.446
C 0.121 3.053 0.378
C 0.618 4.349 0.428
C 0.121 5.334 -0.416
C 0.667 6.656 -0.343
N 1.131 7.706 -0.280
C -0.892 5.011 -1.330
C -1.381 3.713 -1.386
C -0.889 2.722 -0.539
S -1.552 1.109 -0.640
C -1.427 5.999 -2.220
N -1.855 6.791 -2.935
H 1.405 4.597 1.127
H -2.153 3.466 -2.103
```

Output
**Expectation value of S²**: 3.813
**Total energy**: -95504.0042 eV
**E_HOMO (alpha / beta)**: -7.3 / -7.5 eV
**Multiplicity**: 4
**Lowest unoccupied orbital energy (alpha / beta)**: -0.367 / -0.512 eV
**Frontier orbital gap (alpha / beta)**: 0.256 / 0.257 Eh

---

Entry 4:
Computed, not measured: C34H44BBrN13O2PPt as an isolated structure, with ωB97M-V/def2-TZVPD.

The geometry in XYZ format:
```
97
Properties=species:S:1:pos:R:3
Pt 0.753 1.293 0.289
C 2.574 -0.297 -2.556
C 1.098 -0.086 -2.602
C 0.279 -0.271 -3.714
C -0.975 0.153 -3.337
N -0.929 0.548 -2.061
N 0.330 0.392 -1.594
B -1.965 1.459 -1.388
N -2.203 1.041 0.055
C -3.339 0.923 0.742
C -3.028 0.669 2.069
C -1.638 0.652 2.138
C -0.748 0.480 3.327
N -1.168 0.874 0.892
N -1.284 2.841 -1.320
C -1.601 4.078 -1.724
C -0.500 4.901 -1.572
C 0.506 4.094 -1.045
C 1.909 4.439 -0.678
N 0.005 2.856 -0.899
N -3.242 1.317 -2.150
C -3.947 2.085 -3.032
C -4.952 1.318 -3.540
C -4.815 0.053 -2.913
C -5.668 -1.157 -3.114
N -3.789 0.063 -2.080
H 2.933 -0.545 -3.552
H 3.072 0.607 -2.221
H 2.854 -1.106 -1.876
H 0.584 -0.635 -4.681
H -1.885 0.196 -3.915
H -4.300 1.030 0.267
H -3.720 0.541 2.885
H -0.997 -0.423 3.882
H 0.293 0.444 3.021
H -0.884 1.317 4.015
H -2.587 4.328 -2.077
H -0.435 5.948 -1.819
H 2.371 5.032 -1.464
H 1.933 5.034 0.238
H 2.500 3.537 -0.519
H -3.680 3.100 -3.270
H -5.723 1.611 -4.233
H -6.547 -0.918 -3.707
H -5.111 -1.933 -3.641
H -5.977 -1.578 -2.158
Br 7.882 -1.369 -0.513
C 6.247 -1.597 0.368
C 6.109 -2.592 1.343
N 4.970 -2.774 2.008
C 3.933 -1.994 1.761
C 3.984 -0.987 0.798
C 5.169 -0.789 0.090
C 2.828 -0.125 0.593
O 2.895 0.956 -0.059
O 1.703 -0.366 1.156
H 6.939 -3.238 1.601
H 3.040 -2.162 2.355
H 5.239 -0.008 -0.658
C -2.267 -4.486 0.776
N -0.974 -4.392 1.601
C 0.097 -5.239 0.891
N 0.258 -4.798 -0.444
C -0.999 -4.904 -1.185
N -2.019 -4.077 -0.553
C -1.783 -2.645 -0.716
P -0.176 -2.095 0.108
C -0.534 -2.966 1.737
C 0.886 -3.485 -0.573
H -3.023 -3.859 1.248
H -2.594 -5.525 0.798
H -1.141 -4.786 2.529
H -0.248 -6.272 0.909
H 1.026 -5.157 1.455
H -1.327 -5.944 -1.187
H -0.848 -4.586 -2.214
H -2.616 -2.072 -0.304
H -1.724 -2.405 -1.779
H -1.317 -2.411 2.257
H 0.368 -2.925 2.350
H 1.844 -3.488 -0.046
H 1.089 -3.293 -1.629
C 3.250 1.489 3.026
C 2.264 2.561 2.784
C 2.302 3.809 3.483
C 1.206 4.515 3.109
C 0.477 3.708 2.186
C -0.859 4.071 1.664
N 1.150 2.526 1.971
H 3.516 1.491 4.084
H 4.173 1.698 2.474
H 2.883 0.518 2.745
H 3.072 4.083 4.187
H 0.895 5.493 3.443
H -1.413 4.589 2.448
H -1.423 3.212 1.312
H -0.769 4.783 0.842
```

Output
**Expectation value of S²**: 0.761
**Energy above the lowest of the compared OMol25 structures with the same formula, charge and spin**: 32.19 kcal per mole
**Total energy**: -142669.8660 eV
**E_HOMO (alpha / beta)**: -15.9 / -15.9 eV
**Multiplicity**: 2
**Charge**: +3
**Lowest unoccupied orbital energy (alpha / beta)**: -9.944 / -9.945 eV
**Frontier orbital gap (alpha / beta)**: 0.219 / 0.219 Eh